The following is a quantum chemistry calculation of a cluster of 2 separate species, C5H13NO2 in total at a distorted geometry, from the Open Molecules 2025 dataset.

As for the net charge: +1. The spin multiplicity is 2. The energy above the lowest of the compared OMol25 structures with the same formula, charge and spin comes out at 59.2 kcal per mole. The orbital gap (alpha / beta) comes out at 9.86 / 4.44 eV. Its calculated total energy is -403.14951 a.u. The largest force on an atom is 3.1 eV Å⁻¹.

Last column: Löwdin spin population.
Geometry (Å):
1 O 3.191 -0.401 -2.328  0.009
2 O -2.819 -1.077 -1.556  0.002
3 N -0.880 1.438 1.265  0.755
4 C -0.567 -0.985 1.840  0.003
5 C 1.104 0.148 -1.307  0.009
6 C 1.025 0.223 0.220  0.063
7 C 2.534 0.453 -1.785  0.002
8 C -0.440 0.050 0.756  0.070
9 H 0.071 -0.696 2.670  -0.001
10 H -3.754 -0.822 -1.503  0.000
11 H 1.666 -0.595 0.640  0.015
12 H 0.262 0.641 -1.792  0.002
13 H -1.650 -1.185 1.977  0.001
14 H 0.848 -0.899 -1.550  0.001
15 H -1.074 -0.024 -0.107  0.024
16 H -1.001 1.508 2.272  0.021
17 H -2.385 -0.530 -0.889  0.001
18 H 1.448 1.031 0.833  0.001
19 H -0.129 -1.918 1.404  0.002
20 H 2.895 1.444 -1.917  0.000
21 H -0.343 2.196 0.857  0.019